[1]
95
Properties=species:S:1:pos:R:3:forces:R:3 method="wB97M-V/def2-TZVPD" total_charge=+2 e_lumo_ha=-0.39737 largest_force_ev_per_a=10.072 e_tot_ev=-45552.6334 e_above_lowest_kj_mol=266.36 multiplicity=1 orbital_gap_ha=0.1170
Zr 27.8481 9.6973 -1.0115 -1.51 4.44 -8.91
C 23.6844 9.3217 -2.3632 0.34 -0.13 1.60
C 24.9045 10.0266 -2.9544 -2.23 -0.07 -1.39
C 24.6055 11.4818 -3.3816 1.16 -0.46 0.47
O 26.0044 9.9412 -2.0942 5.78 -1.18 4.07
H 23.4113 9.7611 -1.3979 -0.18 0.35 -0.21
H 23.9135 8.2900 -2.0831 0.10 -0.10 -0.44
H 22.8122 9.3207 -3.0107 0.17 0.16 -0.21
H 25.0757 9.4511 -3.8736 0.89 0.13 0.04
H 23.7370 11.4644 -4.0327 -0.07 0.15 0.08
H 25.4725 11.8675 -3.9207 -0.13 0.05 -0.20
H 24.4793 12.1205 -2.5083 -0.41 -0.04 0.00
C 28.6844 11.3440 -4.7981 -0.43 -0.15 0.28
C 29.6484 10.6677 -3.8260 0.01 1.15 -2.11
C 30.9406 11.4810 -3.7890 0.68 -0.99 1.05
O 29.0412 10.4995 -2.5600 -3.19 -3.06 5.66
H 29.2244 11.4513 -5.7392 -0.12 0.20 -0.07
H 28.3645 12.3151 -4.4202 0.23 0.11 -0.09
H 27.7867 10.7503 -4.9818 0.06 -0.08 0.00
H 29.8394 9.6884 -4.2819 0.13 -0.29 0.66
H 31.5110 11.2391 -4.6861 -0.25 0.28 -0.24
H 31.5890 11.1236 -2.9826 -0.12 0.08 0.12
H 30.8245 12.5532 -3.6567 -0.32 0.00 -0.18
C 26.4178 13.7587 -6.5036 -0.51 0.23 -0.07
C 27.1198 13.0930 -7.6720 -0.35 0.11 0.39
O 28.4711 13.5382 -7.7292 -0.09 -0.42 -0.06
H 26.3534 14.8448 -6.5760 0.17 -0.01 -0.28
H 26.8620 13.5525 -5.5290 0.21 -0.24 -0.11
H 25.3869 13.3967 -6.4844 -0.01 -0.02 0.08
H 26.6002 13.2975 -8.6102 -0.03 0.30 0.02
H 27.0216 12.0087 -7.5410 0.42 -0.13 0.05
H 28.8074 13.2575 -8.5859 0.11 0.20 -0.01
C 32.1226 7.1283 -1.1723 -0.05 0.75 -0.37
C 32.0183 8.6001 -1.5764 0.83 -0.13 -0.06
O 32.0814 9.4910 -0.4722 -0.67 0.17 0.19
H 32.9593 7.0018 -0.4871 -0.03 -0.08 0.03
H 32.3292 6.5472 -2.0709 -0.19 -0.24 0.11
H 31.2021 6.8047 -0.6850 0.08 -0.24 0.03
H 31.0913 8.8321 -2.1097 -0.17 -0.11 0.05
H 32.8227 8.8624 -2.2725 -0.05 -0.17 -0.08
H 32.9853 9.5309 -0.1427 -0.02 -0.05 0.02
C 31.6605 7.2963 -5.4430 0.61 -0.28 0.26
C 31.8280 8.2121 -6.6358 0.22 -0.27 -0.16
O 32.9470 7.7327 -7.3678 -0.18 0.08 -0.06
H 32.6489 7.0603 -5.0390 0.04 0.26 0.08
H 31.2595 6.3171 -5.7060 -0.32 0.16 -0.11
H 31.0795 7.7573 -4.6414 -0.21 -0.06 -0.03
H 32.0308 9.2454 -6.3317 -0.27 0.03 0.09
H 30.9243 8.1750 -7.2542 0.00 0.27 -0.02
H 33.0856 8.3213 -8.1185 0.04 -0.10 -0.01
C 28.8329 14.9959 -2.9697 0.39 -0.55 0.42
C 28.9261 16.1712 -2.0141 0.28 -0.15 -0.16
O 29.8498 15.8019 -0.9693 -0.16 0.24 -0.04
H 28.1113 15.1332 -3.7716 -0.06 0.08 0.06
H 28.6256 14.0772 -2.4079 -0.50 0.11 0.04
H 29.8078 14.7585 -3.4033 0.05 0.49 -0.19
H 27.9788 16.4385 -1.5427 -0.17 -0.14 -0.26
H 29.3123 17.0469 -2.5395 -0.04 0.03 0.02
H 29.8737 16.5551 -0.3660 0.22 -0.15 0.09
C 26.8763 8.1594 -6.3080 -0.01 1.07 -0.30
C 27.6037 6.8954 -6.7022 0.00 -0.22 0.18
O 26.8845 6.3074 -7.7759 0.43 -0.15 0.34
H 26.9557 8.8991 -7.1099 0.11 -0.06 -0.06
H 27.2727 8.6608 -5.4191 0.25 -0.30 0.10
H 25.7996 8.0669 -6.1555 0.04 -0.62 0.03
H 27.7104 6.2199 -5.8397 -0.34 -0.12 -0.08
H 28.6368 7.0719 -7.0269 -0.09 0.47 0.09
H 27.4949 5.6668 -8.1600 -0.37 -0.08 -0.24
C 31.9036 13.0467 -0.0704 0.58 -0.27 0.37
C 30.8056 13.1377 0.9775 0.96 0.35 -0.33
O 29.5552 13.3488 0.3387 -0.42 -0.47 0.34
H 31.9006 13.9430 -0.6908 -0.01 0.00 -0.04
H 31.8630 12.1587 -0.7046 -0.34 0.02 0.01
H 32.8732 12.9917 0.4351 0.00 0.12 -0.03
H 31.0827 13.9614 1.6469 -0.40 0.20 -0.09
H 30.8032 12.2743 1.6457 -0.45 -0.25 -0.33
H 29.6423 14.1957 -0.1497 -0.19 -0.11 0.01
C 32.5408 13.4993 -8.4162 0.86 0.51 0.60
C 31.8743 12.5403 -7.4398 -0.26 0.95 -1.47
O 31.3100 11.4631 -8.2094 0.31 -0.48 0.97
H 31.8252 13.9575 -9.0979 0.06 -0.03 -0.08
H 33.3670 13.0372 -8.9578 -0.39 -0.39 -0.26
H 33.0759 14.2906 -7.8773 -0.45 0.19 0.09
H 31.0449 13.0633 -6.9533 0.20 -0.03 0.43
H 32.6361 12.2336 -6.7252 -0.31 -0.71 0.03
H 30.6377 11.8707 -8.7592 0.01 -0.09 -0.17
C 33.6596 14.0901 -3.5636 -0.78 -0.46 -0.34
C 34.2451 12.9201 -2.7854 0.76 0.76 -0.65
O 35.6359 12.8209 -3.1339 -0.27 -0.04 0.50
H 34.2094 15.0140 -3.4040 0.10 -0.07 0.03
H 32.6062 14.2634 -3.3139 0.07 0.03 0.28
H 33.6350 13.8469 -4.6283 0.34 0.15 -0.04
H 33.8008 11.9692 -3.0948 -0.35 0.09 0.39
H 34.1508 13.1335 -1.7190 -0.19 -0.42 0.03
H 36.1158 12.8704 -2.3032 0.33 -0.03 -0.20

=====

[2]
14
Properties=species:S:1:pos:R:3:forces:R:3 method="wB97M-V/def2-TZVPD" total_charge=+1 e_lumo_ha="-0.19788 / -0.34212" largest_force_ev_per_a=5.029 e_tot_ev=-6783.2610 e_above_lowest_kj_mol=294.08 multiplicity=2 orbital_gap_ha="0.2858 / 0.1416"
C -1.9825 0.0218 -0.8487 0.54 -1.18 0.21
C -1.2795 1.3583 -0.7679 2.97 -0.51 -1.87
C -1.8994 2.7432 1.0727 -1.04 1.63 -1.29
N -1.0860 1.9839 0.5194 -3.47 0.54 -2.37
H -1.8977 -0.6478 0.0574 -0.06 0.88 -0.99
H -3.0247 0.1185 -1.1686 0.09 0.09 0.40
H -1.4450 -0.4501 -1.6890 -0.50 -0.32 0.44
H -1.7388 2.0105 -1.5978 0.46 0.26 1.71
H -0.2110 1.2744 -1.2355 -1.53 -0.01 0.90
H -2.8542 3.3148 0.5535 2.19 -1.89 0.76
H -1.6887 3.1461 2.0060 0.35 0.50 2.11
H 4.4695 -4.9866 0.7096 -3.89 -0.90 1.86
H 5.0560 -4.1465 -0.4236 0.02 -0.77 0.88
O 5.2382 -4.7826 0.3019 3.88 1.66 -2.74